The following is a DFT calculation (the ωB97M-V functional and the def2-TZVPD basis) of a structure of composition C4H13N4 in a non-equilibrium geometry.

HOMO energy (spin up / spin down) in eV: -12.58 / -12.58
Strongest force on any atom in Eh/bohr: 0.0316
Gap between HOMO and LUMO (spin up / spin down) in eV: 8.4 / 8.4
Energy relative to the best compared isomer or geometry (same formula, charge and spin) in kcal/mol: 113.15
Charge: +1

Last column: natural (NBO) charge in e.
Element x y z (Å)
1 C 0.548 1.329 0.765  -0.2574
2 C -0.991 1.281 0.664  0.0827
3 C 2.142 0.103 -0.607  -0.0947
4 C -0.007 -1.775 -1.014  -0.4517
5 N -1.201 -0.161 0.408  -0.4534
6 N 0.975 0.220 -0.067  -0.0452
7 N -1.477 2.181 -0.315  -0.8388
8 N 0.005 -0.698 -0.061  -0.0409
9 H 0.945 2.279 0.408  0.2650
10 H 0.870 1.153 1.794  0.2584
11 H -1.458 1.526 1.621  0.2355
12 H 2.412 -0.763 -1.185  0.2308
13 H 2.886 0.855 -0.417  0.2383
14 H 0.248 -2.152 2.360  0.0384
15 H -0.003 -1.411 -2.047  0.2192
16 H 0.858 -2.418 -0.850  0.2385
17 H -0.900 -2.373 -0.839  0.2606
18 H -1.984 -0.355 -0.210  0.3887
19 H -2.449 2.433 -0.224  0.3984
20 H -1.238 1.978 -1.276  0.3725
21 H 0.244 -1.801 1.661  -0.0450

Atoms 1-3, force components in eV/Å:
C -0.54 0.83 0.85
C 0.11 -0.11 0.01
C -0.13 -0.12 0.03



The following is a DFT calculation (the ωB97M-V functional and the def2-TZVPD basis) of a cluster of 2 separate species, C4H13N4 in total.

HOMO energy in eV: -12.69
Strongest force on any atom in Eh/bohr: 0.0099
Gap between HOMO and LUMO in eV: 9.5
Energy relative to the best compared isomer or geometry (same formula, charge and spin) in kcal/mol: 23.78
Charge: +1

Last column: natural (NBO) charge in e.
Element x y z (Å)
1 N 2.187 0.676 -2.192  -0.8155
2 C 0.733 0.585 -2.123  -0.2733
3 C -1.080 1.553 -0.681  -0.4296
4 C 0.176 1.549 -1.108  -0.1906
5 H 2.525 0.243 -3.042  0.3748
6 H 2.638 0.178 -1.434  0.3412
7 H 0.352 -0.422 -1.916  0.1432
8 H 0.341 0.862 -3.097  0.2314
9 H -1.448 2.352 -0.055  0.2149
10 H -1.790 0.824 -1.054  0.1883
11 H 0.843 2.345 -0.798  0.2211
12 N 0.721 -0.586 1.423  -0.7487
13 C -0.552 -0.992 1.517  0.6917
14 N -1.018 -1.914 0.676  -0.7449
15 N -1.312 -0.568 2.520  -0.7460
16 H 1.092 -0.494 0.487  0.4213
17 H 0.968 0.206 1.999  0.4148
18 H -2.002 -2.137 0.672  0.4246
19 H -0.497 -2.158 -0.149  0.4274
20 H -0.973 0.153 3.133  0.4262
21 H -2.307 -0.726 2.515  0.4279

Atoms 1-3, force components in eV/Å:
N -0.02 -0.26 -0.06
C 0.21 0.22 0.27
C 0.06 -0.01 -0.15



The following is a DFT calculation (the ωB97M-V functional and the def2-TZVPD basis) of a cluster of 2 separate species, C4H13N4O in total in a non-equilibrium geometry.

HOMO energy in eV: -13.37
Strongest force on any atom in Eh/bohr: 0.0656
Gap between HOMO and LUMO in eV: 10.9
Energy relative to the best compared isomer or geometry (same formula, charge and spin) in kcal/mol: 29.84
Charge: +1

Last column: natural (NBO) charge in e.
Element x y z (Å)
1 C -2.616 -1.653 1.701  -0.4147
2 C -1.814 -0.287 -0.440  0.6672
3 N -1.770 -0.784 0.818  -0.5836
4 N -2.895 -0.644 -1.185  -0.7889
5 N -0.963 0.641 -0.795  -0.7819
6 H -0.830 -0.620 1.181  0.4104
7 H -3.551 -1.967 1.293  0.2194
8 H -2.749 -0.911 2.541  0.2287
9 H -3.513 -1.358 -0.844  0.4172
10 H -3.031 -0.248 -2.100  0.4155
11 H -0.041 0.907 -0.199  0.4763
12 H -1.101 0.925 -1.755  0.3981
13 H -1.994 -2.423 2.174  0.2313
14 C 2.997 2.041 -0.288  -0.7240
15 C 2.461 0.638 -0.051  0.7192
16 O 1.266 0.423 0.172  -0.6956
17 N 3.357 -0.347 0.074  -0.7678
18 H 3.976 2.139 -0.739  0.2394
19 H 3.046 2.655 0.605  0.2655
20 H 3.167 -1.306 0.330  0.4144
21 H 4.350 -0.188 0.016  0.4095
22 H 2.343 2.334 -1.156  0.2444

Atoms 1-3, force components in eV/Å:
C 1.62 2.64 1.33
C -2.53 -0.85 1.73
N 1.86 -0.35 -0.57



The following is a DFT calculation (the ωB97M-V functional and the def2-TZVPD basis) of the ion C4H13N4O2S with charge +1 in a non-equilibrium geometry.

HOMO energy in eV: -13.94
Strongest force on any atom in Eh/bohr: 0.0815
SMILES: CCN([NH+]=C(N)N)S(C)(=O)=O
Gap between HOMO and LUMO in eV: 11.1
Energy relative to the best compared isomer or geometry (same formula, charge and spin) in kcal/mol: 6.87
Charge: +1

Last column: natural (NBO) charge in e.
Element x y z (Å)
1 C 0.021 2.443 0.376  -0.6617
2 C 0.495 1.531 -0.803  -0.2255
3 N 0.258 0.041 -0.644  -0.5266
4 N -0.978 -0.499 -0.874  -0.4142
5 C -1.886 -0.771 0.100  0.6799
6 N -3.149 -1.032 -0.310  -0.7538
7 N -1.483 -0.661 1.363  -0.7597
8 S 1.283 -1.038 0.306  2.2427
9 C 2.963 -0.882 -0.369  -0.8027
10 O 0.795 -2.349 0.102  -0.9067
11 O 1.214 -0.579 1.674  -0.9301
12 H 0.425 1.804 1.183  0.2256
13 H 0.544 3.403 0.641  0.2585
14 H -1.162 2.614 0.232  0.2228
15 H 0.054 1.945 -1.772  0.2293
16 H 1.621 1.588 -0.838  0.2140
17 H -1.188 -0.788 -1.840  0.4124
18 H -3.706 -1.688 0.149  0.4193
19 H -3.371 -0.953 -1.258  0.4099
20 H -2.009 -0.997 2.177  0.4383
21 H -0.453 -0.567 1.536  0.4390
22 H 3.416 0.104 -0.106  0.2650
23 H 3.341 -1.565 0.350  0.2648
24 H 2.957 -1.104 -1.373  0.2590

Atoms 1-3, force components in eV/Å:
C -1.21 -0.92 0.01
C 1.06 1.23 -0.48
N 0.68 -0.05 0.38



- Among the records above, which one has the lowest strongest force on any atom?
  number 2